Record 1
Below is an isolated molecule of C8H15P, with properties calculated with ωB97M-V/def2-TZVPD.

Geometry (Å):
C: -1.6928 0.9036 0.2542
C: -0.6561 -0.3274 -0.0135
C: -1.1957 -1.4394 0.8631
C: -0.7196 -0.7936 -1.5032
C: 0.7355 -0.0145 0.4402
C: 1.9238 -1.1543 -0.0143
P: 3.5394 -0.5905 -0.0019
C: 2.8160 1.1182 0.2635
C: 1.3291 1.2260 -0.1767
H: -2.7546 0.6618 -0.1617
H: -1.3898 1.6449 -0.3971
H: -1.8583 1.1784 1.2435
H: -0.8557 -2.3870 0.5024
H: -0.8270 -1.4185 1.8287
H: -2.3766 -1.5054 0.8484
H: -1.5695 -1.3935 -1.7629
H: 0.2410 -1.3847 -1.7353
H: -0.7766 0.0941 -1.9996
H: 0.8604 -0.0003 1.4715
H: 1.8052 -2.2395 0.2231
H: 3.3248 1.8361 -0.4087
H: 3.1114 1.6498 1.2549
H: 0.8682 2.0928 0.2643
H: 1.1572 1.2918 -1.2311

Energy above the lowest of the compared OMol25 structures with the same formula, charge and spin   163.8 kJ/mol
SMILES string   CC(C)(C)[C@H]1C=PCC1
Spin multiplicity   1
DFT total energy   -655.06904 Ha
F_max   4.665 eV Å⁻¹
Total charge   0
LUMO   0.39 eV
Kohn-Sham gap   9.31 eV

---

Record 2
Below is an isolated molecule of C4H7N3O, with properties calculated with ωB97M-V/def2-TZVPD.

Geometry (Å):
H: 1.0832 2.5920 -0.4920
N: 1.6893 1.8146 -0.0436
C: 1.2641 0.5814 0.0525
C: 2.1555 -0.7698 0.3753
N: 1.4121 -1.8264 0.0024
O: 0.3636 -1.5951 -0.6036
N: 0.3934 -0.1488 -0.7639
C: -1.0096 0.2827 -0.6379
C: -1.8410 -0.1940 0.6705
H: 2.9882 -0.8050 1.0019
H: -1.3409 -0.1492 -1.6251
H: -0.9481 1.2402 -0.9019
H: -1.6945 0.5345 1.6437
H: -1.3850 -1.2496 0.6305
H: -3.1302 -0.3075 0.6912

Energy above the lowest of the compared OMol25 structures with the same formula, charge and spin   725.0 kJ/mol
SMILES string   [H]/N=c1/cnon1CC
Spin multiplicity   1
DFT total energy   -395.87227 Ha
F_max   8.546 eV Å⁻¹
Total charge   0
LUMO   0.62 eV
Kohn-Sham gap   9.92 eV